ORCA calculation (ωB97M-V with the def2-TZVPD basis set) on a 8-piece molecular cluster, C42H64BrN2O24 overall.

Results
F_max	1.961	eV/A
total energy	-6127.792588	Eh
total charge	+1
LUMO energy	-2.39	eV

Last columns: bonded neighbours and bond lengths (Å).
Cartesian coordinates (Å):
1 C 1.376 -4.069 3.086  C2 1.197, H28 1.062
2 C 0.764 -3.331 2.369  C1 1.197, C3 1.478
3 C -0.020 -2.361 1.576  C2 1.478, C4 1.548, H29 1.085, H30 1.087
4 C 0.339 -0.937 2.067  C3 1.548, O5 1.411, C22 1.544, H31 1.092
5 O -0.388 -0.768 3.264  C4 1.411, C6 1.371
6 C -0.403 0.514 3.749  O5 1.371, Br7 2.007, C8 1.542, H32 1.084
7 Br 1.465 0.933 4.353  C6 2.007
8 C -0.934 1.591 2.783  C6 1.542, C9 1.578, C12 1.543, N20 1.500
9 C -0.566 2.982 3.433  C8 1.578, C10 1.520, H33 1.089, H34 1.094
10 C -0.969 3.134 4.890  C9 1.520, C11 1.327, H35 1.084
11 C -2.196 3.322 5.357  C10 1.327, H36 1.083, H37 1.082
12 C -2.467 1.600 2.608  C8 1.543, C13 1.528, H38 1.091, H39 1.089
13 C -3.132 0.713 1.557  C12 1.528, N14 1.474, H40 1.093, H41 1.098
14 N -2.918 -0.738 1.709  C13 1.474, C15 1.474, C17 1.456
15 C -3.763 -1.323 2.765  N14 1.474, C16 1.537, H42 1.095, H43 1.091
16 C -3.258 -2.702 3.220  C15 1.537, H44 1.092, H45 1.091, H46 1.088
17 C -3.339 -1.343 0.452  N14 1.456, C18 1.540, O19 1.202
18 C -4.710 -1.015 -0.168  C17 1.540, H47 1.086, H48 1.086, H49 1.094
19 O -2.605 -2.082 -0.146  C17 1.202
20 N -0.136 1.507 1.515  C8 1.500, C21 1.500, C22 1.500, H50 1.027
21 C -0.586 2.436 0.427  N20 1.500, H51 1.086, H52 1.088, H53 1.084
22 C 0.044 0.118 0.978  C4 1.544, N20 1.500, C23 1.544, H54 1.091
23 C 1.191 0.060 -0.054  C22 1.544, O24 1.405, H55 1.098, H56 1.090
24 O 2.418 0.478 0.489  C23 1.405, C25 1.426
25 C 3.505 -0.373 0.132  O24 1.426, C26 1.544, H57 1.092, H58 1.092
26 C 3.913 -1.342 1.264  C25 1.544, C27 1.552, H59 1.092, H60 1.092
27 C 5.451 -1.327 1.473  C26 1.552, H61 1.091, H62 1.088, H63 1.090
28 H 1.876 -4.699 3.780  C1 1.062
29 H 0.118 -2.484 0.507  C3 1.085
30 H -1.061 -2.506 1.851  C3 1.087
31 H 1.418 -0.946 2.235  C4 1.092
32 H -0.988 0.493 4.662  C6 1.084
33 H 0.488 3.219 3.293  C9 1.089
34 H -1.126 3.741 2.879  C9 1.094
35 H -0.158 3.133 5.610  C10 1.084
36 H -3.101 3.282 4.764  C11 1.083
37 H -2.340 3.498 6.415  C11 1.082
38 H -2.820 2.611 2.399  C12 1.091
39 H -2.886 1.346 3.581  C12 1.089
40 H -2.858 0.978 0.533  C13 1.093
41 H -4.208 0.924 1.620  C13 1.098
42 H -4.805 -1.455 2.453  C15 1.095
43 H -3.751 -0.662 3.633  C15 1.091
44 H -4.113 -3.210 3.671  C16 1.092
45 H -2.950 -3.328 2.381  C16 1.091
46 H -2.490 -2.642 3.988  C16 1.088
47 H -4.850 -1.667 -1.024  C18 1.086
48 H -5.534 -1.079 0.536  C18 1.086
49 H -4.632 -0.003 -0.577  C18 1.094
50 H 0.808 1.823 1.765  N20 1.027
51 H -1.094 1.870 -0.349  C21 1.086
52 H 0.302 2.862 -0.036  C21 1.088
53 H -1.248 3.221 0.775  C21 1.084
54 H -0.837 -0.223 0.431  C22 1.091
55 H 0.944 0.694 -0.915  C23 1.098
56 H 1.205 -0.966 -0.421  C23 1.090
57 H 4.388 0.221 -0.113  C25 1.092
58 H 3.290 -0.968 -0.759  C25 1.092
59 H 3.633 -2.374 1.043  C26 1.092
60 H 3.477 -1.053 2.222  C26 1.092
61 H 5.706 -0.372 1.937  C27 1.091
62 H 5.969 -1.453 0.525  C27 1.088
63 H 5.767 -2.149 2.116  C27 1.090
64 C 8.991 -0.693 -2.020  C65 1.511, O69 1.435, H70 1.087, H71 1.091
65 C 8.447 -0.281 -3.369  C64 1.511, O66 1.434, H72 1.091, H73 1.087
66 O 7.254 -1.071 -3.469  C65 1.434, C67 1.347
67 C 6.856 -1.389 -2.222  O66 1.347, O68 1.193, O69 1.351
68 O 5.810 -1.897 -1.957  C67 1.193
69 O 7.797 -1.057 -1.311  C64 1.435, C67 1.351
70 H 9.513 0.109 -1.506  C64 1.087
71 H 9.644 -1.565 -2.078  C64 1.091
72 H 8.174 0.774 -3.408  C65 1.091
73 H 9.125 -0.504 -4.189  C65 1.087
74 C -5.137 -6.155 0.250  C75 1.510, O79 1.435, H80 1.087, H81 1.092
75 C -5.685 -4.774 -0.020  C74 1.510, O76 1.438, H82 1.093, H83 1.083
76 O -6.261 -4.423 1.251  C75 1.438, C77 1.354
77 C -5.642 -5.154 2.207  O76 1.354, O78 1.189, O79 1.352
78 O -5.766 -4.976 3.376  C77 1.189
79 O -4.856 -6.106 1.656  C74 1.435, C77 1.352
80 H -4.234 -6.373 -0.314  C74 1.087
81 H -5.871 -6.942 0.064  C74 1.092
82 H -4.899 -4.055 -0.263  C75 1.093
83 H -6.431 -4.760 -0.805  C75 1.083
84 C -5.124 5.989 2.058  C85 1.511, O89 1.437, H90 1.087, H91 1.091
85 C -6.607 5.774 2.258  C84 1.511, O86 1.434, H92 1.091, H93 1.086
86 O -6.808 4.480 1.673  C85 1.434, C87 1.345
87 C -5.637 3.820 1.695  O86 1.345, O88 1.191, O89 1.358
88 O -5.504 2.665 1.439  C87 1.191
89 O -4.619 4.644 2.053  C84 1.437, C87 1.358
90 H -4.665 6.570 2.854  C84 1.087
91 H -4.894 6.454 1.097  C84 1.091
92 H -6.886 5.730 3.312  C85 1.091
93 H -7.218 6.520 1.759  C85 1.086
94 C 4.882 -5.160 -1.946  C95 1.510, O99 1.430, H100 1.086, H101 1.093
95 C 5.876 -5.581 -0.890  C94 1.510, O96 1.429, H102 1.092, H103 1.088
96 O 5.797 -7.007 -0.945  C95 1.429, C97 1.359
97 C 5.339 -7.358 -2.176  O96 1.359, O98 1.184, O99 1.358
98 O 5.318 -8.465 -2.597  C97 1.184
99 O 4.911 -6.263 -2.856  C94 1.430, C97 1.358
100 H 5.161 -4.237 -2.447  C94 1.086
101 H 3.869 -5.060 -1.548  C94 1.093
102 H 6.896 -5.274 -1.131  C95 1.092
103 H 5.623 -5.221 0.104  C95 1.088
104 C -9.651 -6.393 -3.260  C105 1.511, O109 1.433, H110 1.087, H111 1.091
105 C -10.038 -4.984 -3.646  C104 1.511, O106 1.433, H112 1.091, H113 1.087
106 O -8.937 -4.217 -3.142  C105 1.433, C107 1.350
107 C -7.866 -5.035 -3.052  O106 1.350, O108 1.192, O109 1.350
108 O -6.754 -4.668 -2.825  C107 1.192
109 O -8.219 -6.323 -3.249  C104 1.433, C107 1.350
110 H -9.992 -7.141 -3.970  C104 1.087
111 H -9.997 -6.664 -2.261  C104 1.091
112 H -10.096 -4.846 -4.727  C105 1.091
113 H -10.971 -4.658 -3.195  C105 1.087
114 C 2.436 5.293 -0.966  C115 1.500, O119 1.423, H120 1.088, H121 1.094
115 C 3.380 4.139 -1.129  C114 1.500, O116 1.427, H122 1.092, H123 1.090
116 O 3.837 4.307 -2.470  C115 1.427, C117 1.362
117 C 3.685 5.620 -2.800  O116 1.362, O118 1.184, O119 1.362
118 O 4.126 6.121 -3.778  C117 1.184
119 O 2.958 6.277 -1.853  C114 1.423, C117 1.362
120 H 2.415 5.675 0.052  C114 1.088
121 H 1.417 5.042 -1.277  C114 1.094
122 H 4.234 4.199 -0.451  C115 1.092
123 H 2.883 3.179 -0.992  C115 1.090
124 C 6.442 6.931 -5.830  C125 1.510, O129 1.434, H130 1.088, H131 1.086
125 C 6.176 8.331 -6.328  C124 1.510, O126 1.430, H132 1.092, H133 1.087
126 O 7.272 9.066 -5.777  C125 1.430, C127 1.357
127 C 8.289 8.197 -5.546  O126 1.357, O128 1.186, O129 1.356
128 O 9.392 8.514 -5.245  C127 1.186
129 O 7.870 6.917 -5.702  C124 1.434, C127 1.356
130 H 6.113 6.161 -6.525  C124 1.088
131 H 5.999 6.744 -4.857  C124 1.086
132 H 6.214 8.405 -7.417  C125 1.092
133 H 5.228 8.733 -5.978  C125 1.087

Löwdin atomic charge list, values in e, 99 entries: C 0.1326; C -0.1087; C -0.1069; C -0.2903; O -0.0902; C -0.5355; Br 0.8425; C -0.3586; C -0.1785; C -0.1795; C 0.0368; C -0.0748; C -0.1682; N -0.0837; C -0.1908; C -0.0469; C -0.4560; C 0.0256; O 0.1126; N -0.0052; C 0.0496; C -0.1504; C -0.1511; O -0.1374; C -0.1885; C -0.2029; C -0.0868; H 0.0327; H 0.1204; H 0.0803; H 0.0965; H 0.1252; H 0.0861; H 0.1130; H 0.0894; H 0.0596; H 0.0701; H 0.1049; H 0.1190; H 0.1134; H 0.1019; H 0.1147; H 0.1199; H 0.0666; H 0.0767; H 0.0789; H 0.0861; H 0.0857; H 0.0872; H 0.1449; H 0.1072; H 0.0988; H 0.1069; H 0.1397; H 0.1327; H 0.1335; H 0.1201; H 0.1217; H 0.1019; H 0.0918; H 0.0793; H 0.0423; H 0.0756; C -0.1033; C -0.1041; O 0.0744; C -0.5659; O 0.1365; O 0.0533; H 0.1359; H 0.1368; H 0.1356; H 0.1372; C -0.0990; C -0.1075; O 0.0560; C -0.5862; O 0.1482; O 0.0644; H 0.1366; H 0.1362; H 0.1198; H 0.0954; C -0.1072; C -0.1012; O 0.0819; C -0.5579; O 0.1536; O 0.0365; H 0.1350; H 0.1352; H 0.1378; H 0.1384; C -0.1252; C -0.1233; O 0.0591; C -0.5668; O 0.1740; O 0.0613

ORCA calculation (ωB97M-V with the def2-TZVPD basis set) on a 11-piece molecular cluster, C42H65NO15 overall.

Results
F_max	11.049	eV/A
total energy	-2821.852250	Eh
LUMO energy	-2.71	eV
energy above the lowest of the compared OMol25 structures with the same formula, charge and spin	0.601	eV

Last columns: bonded neighbours and bond lengths (Å).
Cartesian coordinates (Å):
1 C 0.050 -1.705 -0.728  C2 1.494, H8 1.188, H9 1.163, H10 1.059
2 C -0.623 -0.435 -0.316  C1 1.494, O3 1.263, N4 1.446
3 O -1.882 -0.349 -0.366  C2 1.263
4 N 0.155 0.588 0.346  C2 1.446, H5 1.086, H6 1.015, C7 1.457
5 H -0.043 0.436 1.404  N4 1.086
6 H 1.066 0.166 0.196  N4 1.015
7 C -0.319 1.946 0.114  N4 1.457, H11 1.060, H12 1.119, H13 1.250
8 H -0.732 -2.308 -1.387  C1 1.188
9 H 0.280 -2.366 0.201  C1 1.163
10 H 1.000 -1.406 -1.087  C1 1.059
11 H 0.087 2.183 -0.836  C7 1.060
12 H 0.045 2.618 0.931  C7 1.119
13 H -1.519 2.289 0.045  C7 1.250
14 O 2.679 0.077 0.214  H15 0.970
15 H 3.640 0.107 0.343  O14 0.970
16 C -0.130 2.225 3.987  C17 1.534, H20 0.952, H21 1.125, H22 1.184
17 C -1.461 1.488 3.796  C16 1.534, C18 1.492, O19 1.440, H23 1.154
18 C -2.482 2.518 3.444  C17 1.492, H24 0.972, H25 1.180, H26 1.012
19 O -1.205 0.579 2.709  C17 1.440, H27 0.906
20 H 0.571 1.583 4.026  C16 0.952
21 H -0.171 3.016 4.787  C16 1.125
22 H -0.047 2.765 2.937  C16 1.184
23 H -1.668 0.815 4.710  C17 1.154
24 H -2.847 2.895 4.262  C18 0.972
25 H -3.274 2.052 2.704  C18 1.180
26 H -2.358 3.476 3.144  C18 1.012
27 H -1.737 -0.130 2.896  O19 0.906
28 C 3.740 2.789 -2.656  C29 1.555, H32 1.212, H33 1.128, H34 1.208
29 C 2.253 2.610 -2.236  C28 1.555, C30 1.583, O31 1.400, H35 1.127
30 C 1.293 2.977 -3.440  C29 1.583, H36 1.203, H37 1.136, H38 1.047
31 O 2.032 1.236 -2.080  C29 1.400, H39 1.016
32 H 4.050 3.959 -2.705  C28 1.212
33 H 3.803 2.396 -3.712  C28 1.128
34 H 4.663 2.613 -1.898  C28 1.208
35 H 1.844 3.134 -1.326  C29 1.127
36 H 0.122 3.013 -3.168  C30 1.203
37 H 1.538 2.412 -4.395  C30 1.136
38 H 1.580 3.965 -3.631  C30 1.047
39 H 2.464 0.950 -1.207  O31 1.016
40 C 3.519 -0.582 4.832  C41 1.509, H44 1.155, H45 1.058, H46 1.111
41 C 3.418 -0.797 3.342  C40 1.509, C42 1.578, O43 1.381, H47 1.216
42 C 3.852 -2.305 3.180  C41 1.578, H48 1.153, H49 1.228, H50 1.028
43 O 2.180 -0.761 2.730  C41 1.381, H51 1.118
44 H 4.618 -0.229 4.846  C40 1.155
45 H 3.318 -1.489 5.339  C40 1.058
46 H 2.922 0.304 5.136  C40 1.111
47 H 4.284 -0.197 2.735  C41 1.216
48 H 3.128 -2.902 3.849  C42 1.153
49 H 5.033 -2.533 3.430  C42 1.228
50 H 3.671 -2.529 2.193  C42 1.028
51 H 2.127 -0.498 1.644  O43 1.118
52 C -4.830 1.467 -4.038  C53 1.514, H56 1.249, H57 1.207, H58 1.033
53 C -3.968 1.220 -2.819  C52 1.514, C54 1.537, O55 1.426, H59 1.139
54 C -2.596 1.912 -2.844  C53 1.537, H60 1.069, H61 1.136, H62 1.163
55 O -4.563 1.754 -1.639  C53 1.426, H63 1.067
56 H -4.131 1.146 -5.022  C52 1.249
57 H -5.140 2.624 -4.187  C52 1.207
58 H -5.749 0.997 -4.053  C52 1.033
59 H -3.893 0.084 -2.780  C53 1.139
60 H -2.003 1.474 -3.619  C54 1.069
61 H -1.828 1.896 -2.007  C54 1.136
62 H -2.569 3.060 -3.029  C54 1.163
63 H -4.668 0.866 -1.057  O55 1.067
64 C 4.664 3.948 0.935  C65 1.570, H68 1.101, H69 1.010, H70 1.187
65 C 4.200 2.645 1.677  C64 1.570, C66 1.539, O67 1.370, H71 1.060
66 C 4.116 2.893 3.193  C65 1.539, H72 1.048, H73 1.048, H74 1.140
67 O 2.877 2.479 1.364  C65 1.370, H75 0.950
68 H 4.568 3.602 -0.105  C64 1.101
69 H 5.517 4.405 1.224  C64 1.010
70 H 3.989 4.903 1.139  C64 1.187
71 H 4.604 1.685 1.479  C65 1.060
72 H 3.666 2.088 3.691  C66 1.048
73 H 3.504 3.667 3.544  C66 1.048
74 H 5.122 2.986 3.721  C66 1.140
75 H 2.724 1.821 0.695  O67 0.950
76 C -2.827 -4.674 -2.689  C77 1.598, C82 1.439, H84 1.132
77 C -4.028 -5.584 -2.158  C76 1.598, C78 1.541, H85 1.065
78 C -3.563 -6.894 -1.493  C77 1.541, O79 1.199, C80 1.494
79 O -4.306 -7.741 -1.083  C78 1.199
80 C -2.096 -7.175 -1.430  C78 1.494, C81 1.462, H86 1.134
81 C -1.110 -6.223 -1.938  C80 1.462, C82 1.421, H87 1.117
82 C -1.442 -5.064 -2.689  C76 1.439, C81 1.421, O83 1.228
83 O -0.642 -4.338 -3.273  C82 1.228
84 H -3.230 -3.735 -3.177  C76 1.132
85 H -5.016 -5.480 -2.544  C77 1.065
86 H -1.809 -8.241 -1.172  C80 1.134
87 H -0.056 -6.574 -1.824  C81 1.117
88 C 0.122 -3.205 -6.417  C89 1.553, C94 1.459, H96 1.137
89 C -1.263 -2.926 -5.772  C88 1.553, C90 1.524, H97 1.079
90 C -1.169 -1.853 -4.693  C89 1.524, O91 1.253, C92 1.446
91 O -2.251 -1.469 -4.189  C90 1.253
92 C 0.072 -1.186 -4.371  C90 1.446, C93 1.435, H98 1.263
93 C 1.285 -1.485 -5.077  C92 1.435, C94 1.461, H99 1.178
94 C 1.383 -2.574 -6.044  C88 1.459, C93 1.461, O95 1.215
95 O 2.356 -2.943 -6.672  C94 1.215
96 H 0.020 -4.041 -7.180  C88 1.137
97 H -2.202 -3.410 -5.991  C89 1.079
98 H 0.083 -0.178 -3.610  C92 1.263
99 H 2.282 -1.072 -4.604  C93 1.178
100 C -1.617 6.542 1.588  C101 1.510, C106 1.387, H108 1.083
101 C -1.800 6.834 3.058  C100 1.510, C102 1.505, H109 1.095
102 C -0.759 6.254 3.977  C101 1.505, O103 1.281, C104 1.467
103 O -1.025 6.171 5.228  C102 1.281
104 C 0.469 5.674 3.420  C102 1.467, C105 1.451, H110 1.078
105 C 0.553 5.529 1.979  C104 1.451, C106 1.483, H111 1.245
106 C -0.482 5.983 1.019  C100 1.387, C105 1.483, O107 1.274
107 O -0.471 5.616 -0.201  C106 1.274
108 H -2.379 6.983 0.955  C100 1.083
109 H -2.597 7.551 3.280  C101 1.095
110 H 1.303 5.506 4.083  C104 1.078
111 H 1.553 4.876 1.628  C105 1.245
112 C -0.802 -5.501 1.212  C113 1.673, C118 1.466, H120 0.991
113 C -0.950 -7.108 1.651  C112 1.673, C114 1.510, H121 1.078
114 C -2.236 -7.663 2.214  C113 1.510, O115 1.214, C116 1.556
115 O -2.315 -8.803 2.624  C114 1.214
116 C -3.435 -6.672 2.173  C114 1.556, C117 1.466, H122 1.139
117 C -3.290 -5.253 1.830  C116 1.466, C118 1.544, H123 1.174
118 C -1.985 -4.637 1.282  C112 1.466, C117 1.544, O119 1.211
119 O -1.937 -3.448 1.057  C118 1.211
120 H 0.075 -5.150 0.914  C112 0.991
121 H -0.119 -7.790 1.728  C113 1.078
122 H -4.319 -7.212 2.645  C116 1.139
123 H -4.170 -4.495 2.002  C117 1.174

Löwdin atomic charge list, values in e, 99 entries: C 0.0184; C -0.3796; O 0.0747; N 0.0618; H 0.1662; H 0.0559; C -0.0215; H 0.1316; H 0.1239; H 0.0548; H 0.0410; H 0.0798; H 0.1826; O -0.3542; H 0.0173; C -0.0129; C -0.4077; C -0.0464; O -0.0451; H -0.0136; H 0.1134; H 0.0995; H 0.1762; H 0.0230; H 0.1448; H 0.0339; H 0.0590; C -0.0765; C -0.5129; C -0.0528; O -0.1403; H 0.1081; H 0.0818; H 0.0984; H 0.1275; H 0.1078; H 0.0932; H 0.0331; H 0.0404; C -0.0779; C -0.5727; C -0.0874; O -0.1471; H 0.1118; H 0.0480; H 0.0743; H 0.1546; H 0.0939; H 0.1299; H 0.0141; H 0.1122; C -0.0782; C -0.5339; C -0.0831; O -0.1112; H 0.1417; H 0.1219; H 0.0219; H 0.1341; H 0.0349; H 0.0407; H 0.1147; H 0.1600; C -0.0136; C -0.4591; C -0.0425; O -0.0936; H 0.0455; H 0.0188; H 0.1183; H 0.1096; H 0.0265; H 0.0470; H 0.1080; H 0.0120; C 0.0923; C 0.1372; C -0.4414; O 0.1019; C 0.0474; C 0.0159; C -0.4716; O 0.0879; H 0.1125; H 0.0813; H 0.1420; H 0.1308; C 0.0583; C 0.0878; C -0.4362; O 0.0278; C 0.0165; C 0.0352; C -0.4642; O 0.1005; H 0.1206; H 0.0956; H 0.1790; H 0.1553

In hartree, the HOMO level values for the records above are, in order, -0.4312 -0.3277.